116
Properties=species:S:1:pos:R:3 method="wB97M-V/def2-TZVPD" e_tot_ev=-528923.0446 spin_multiplicity=3 lumo_energy_ev="-4.4 / -5.3" total_charge=-1 fmax_ha_per_bohr=0.1418 homo_ev="-7.37 / -7.37"
Cu -17.9105 13.5452 10.2255
Cu -16.2268 13.7844 17.1992
C -21.4638 16.7290 5.1089
F -20.1874 16.5739 4.6254
F -21.9997 17.7175 4.3436
F -22.0804 15.5190 4.9286
S -21.6504 17.2297 6.9906
O -22.3765 18.4796 6.9932
O -22.3856 16.1479 7.6221
N -20.0322 17.2370 7.6817
S -19.4101 18.5917 7.2629
O -18.0767 18.5844 7.7541
O -19.5980 18.9439 5.8583
C -20.3829 20.0533 8.2335
F -21.2252 19.5824 9.1482
F -19.4385 20.6494 8.9080
F -20.8656 20.9872 7.4500
C -11.9768 17.7250 14.1983
F -11.6626 18.4249 13.1864
F -11.2753 18.2579 15.2241
F -13.2845 17.8761 14.4880
S -11.5294 15.8448 14.1669
O -12.6082 15.2522 13.3205
O -10.1925 15.7600 13.5566
N -11.8953 15.2581 15.8226
S -10.4674 15.3483 16.6255
O -9.5246 16.4180 16.2488
O -10.6942 15.2201 18.0854
C -9.5998 13.6396 16.0090
F -9.7878 13.4215 14.7576
F -8.2378 13.7312 16.2874
F -10.0823 12.6535 16.7488
C -13.8528 6.0618 13.5562
F -14.2377 4.9326 12.9352
F -12.4997 5.9509 13.7938
F -14.0944 7.0168 12.7425
S -14.7991 6.2305 15.2322
O -13.9368 5.5338 16.2109
O -14.9322 7.6455 15.4796
N -16.3368 5.5868 14.8669
S -16.1127 4.0785 15.3438
O -14.8384 3.4460 15.1825
O -16.7737 3.8666 16.6127
C -17.2873 3.1449 14.0437
F -16.8608 3.3262 12.7596
F -17.2807 1.7988 14.1319
F -18.5632 3.4324 14.0665
C -20.1542 13.2773 14.5102
O -20.8806 13.0333 13.6070
O -19.6874 12.4117 15.2361
O -19.1060 13.8241 14.1649
C -14.3716 14.6652 1.6235
C -13.5720 13.3941 1.4992
O -13.8425 12.8600 2.7935
C -14.2301 13.7635 3.6280
O -14.6018 13.6376 4.7943
O -14.2113 14.9824 3.0445
F -12.3289 13.7556 1.3016
H -15.4311 14.5249 1.4092
H -14.0746 15.4604 0.9397
H -13.8958 12.7109 0.7141
C -12.6692 9.8829 24.9112
C -13.1061 8.5555 24.2274
O -14.2221 8.9299 23.5672
C -14.0742 10.1302 23.1130
O -14.7687 10.6594 22.2381
O -13.1429 10.7227 23.8690
F -13.2519 7.6443 25.1262
H -11.6205 9.7332 25.1679
H -13.2224 10.1462 25.8128
H -12.2808 8.1968 23.6122
C -12.2937 22.7770 24.4312
C -11.8244 23.7424 23.3843
O -11.5141 22.9908 22.2221
C -12.0063 21.8212 22.3414
O -12.1064 20.9920 21.4422
O -12.3918 21.6007 23.6849
F -10.7602 24.4154 23.8159
H -13.1976 23.0274 24.9866
H -11.4541 22.6390 25.1125
H -12.5830 24.4503 23.0505
C -7.1373 24.6338 16.3746
C -6.8616 25.4108 17.5586
O -6.0474 26.4461 17.0573
C -5.6489 26.1962 15.7958
O -4.9115 26.8581 15.1473
O -6.0945 24.9396 15.4641
F -6.1233 24.6951 18.3932
H -8.0671 24.9892 15.9305
H -7.0137 23.5611 16.5230
H -7.8240 25.7357 17.9539
C -10.2126 22.3621 6.3624
C -9.1610 21.4471 6.9669
O -8.3524 22.3127 7.6428
C -9.1006 23.4777 7.9551
O -8.7744 24.5115 8.5814
O -10.2494 23.4403 7.3026
F -8.4157 20.8456 6.0305
H -11.0790 21.7077 6.2659
H -10.1125 22.5775 5.2986
H -9.6050 20.6858 7.6082
C -3.2564 17.9644 11.3835
C -3.0042 16.6597 12.1371
O -1.7092 16.6871 12.4478
C -1.0260 17.4170 11.4620
O 0.1320 17.3098 11.2802
O -1.9139 18.3215 10.9540
F -3.4371 15.6801 11.3174
H -3.7789 18.6606 12.0396
H -3.8938 17.7596 10.5234
H -3.5678 16.6319 13.0697
C -8.1401 15.4247 25.6710
Br -7.1960 17.0979 25.1320
Br -9.7720 15.8772 26.8119
Br -6.8051 14.4088 26.7485
H -8.3668 14.9933 24.6960

---

9
Properties=species:S:1:pos:R:3 method="wB97M-V/def2-TZVPD" e_tot_ev=-8635.9163 lumo_energy_ev=-0.6 fmax_ha_per_bohr=0.0116 homo_ev=-8.83
N 1.8552 0.2008 -0.0291
C 0.9087 0.6521 0.7781
N -0.2392 0.9789 0.2334
C -1.3445 0.3614 0.1486
N -1.3656 -0.9922 0.6671
O -1.7676 -1.8193 -0.1143
H 1.7235 0.0347 -1.0239
H 2.7774 0.0248 0.3379
H -2.2463 0.8140 -0.2609

---

Please write out number 2 again, unchanged.
9
Properties=species:S:1:pos:R:3 method="wB97M-V/def2-TZVPD" e_tot_ev=-8635.9163 lumo_energy_ev=-0.6 fmax_ha_per_bohr=0.0116 homo_ev=-8.83
N 1.8552 0.2008 -0.0291
C 0.9087 0.6521 0.7781
N -0.2392 0.9789 0.2334
C -1.3445 0.3614 0.1486
N -1.3656 -0.9922 0.6671
O -1.7676 -1.8193 -0.1143
H 1.7235 0.0347 -1.0239
H 2.7774 0.0248 0.3379
H -2.2463 0.8140 -0.2609